[1]
C3H2F2 | wB97M-V/def2-TZVPD

The value obtained for the HOMO-LUMO gap is 8.2 eV. The HOMO energy is -0.341 hartree. The value obtained for the LUMO energy is -1.1 eV.

Last column: Löwdin charge in e.
Geometry (Å):
F  0.114  -0.650  1.935  0.0224
F  -0.468  1.470  -1.555  -0.0892
C  -0.001  0.131  -1.577  0.0215
C  0.459  -0.370  -0.336  -0.1500
C  -0.025  0.082  0.793  -0.0854
H  -0.839  0.783  1.038  0.1495
H  0.760  -1.444  -0.298  0.1312

***

[2]
C25H34F5N2O12S | wB97M-V/def2-TZVPD

The value obtained for the HOMO-LUMO gap is 7.7 eV. Its charge is +1. The HOMO energy is -0.417 hartree. The value obtained for the LUMO energy is -3.6 eV.

Last column: Löwdin charge in e.
Geometry (Å):
S  -0.223  -0.227  1.183  0.7747
F  2.253  0.382  1.025  0.1597
F  0.199  0.952  -1.767  0.1683
F  1.780  -0.481  -1.444  0.1970
F  0.975  2.090  0.849  0.1443
F  2.202  1.634  -1.431  0.1942
O  -8.333  0.492  -2.861  0.1211
O  0.095  -1.622  1.103  -0.2362
O  5.091  -0.965  -0.782  0.0091
O  3.950  6.801  -1.865  0.1378
O  7.109  -0.808  0.193  0.1273
O  -0.422  0.167  2.539  -0.2207
O  -4.638  -2.436  1.815  0.0175
O  -5.538  -2.310  -0.231  0.0700
O  -8.397  -1.667  -2.242  0.0249
O  2.408  5.843  -0.536  0.0260
O  6.964  2.167  5.138  0.1321
O  4.987  1.933  4.089  0.0230
N  -3.445  0.892  -0.670  0.1582
N  -2.496  -0.981  -0.200  0.1936
C  4.467  1.096  3.046  -0.1743
C  -6.962  -2.755  1.690  -0.0572
C  6.776  0.635  3.264  -0.0620
C  5.670  0.685  2.219  -0.1700
C  -7.480  -2.672  -4.163  -0.1506
C  -7.793  -2.892  -2.692  -0.1601
C  -6.583  -2.451  3.137  -0.1404
C  -3.529  -0.408  -0.800  -0.0422
C  6.411  -1.281  -0.653  -0.4663
C  -2.307  1.250  0.049  0.0383
C  -8.038  -0.649  -3.062  -0.4938
C  6.311  1.666  4.274  -0.4784
C  -7.188  -1.176  -4.203  -0.0765
C  4.635  5.120  -0.256  -0.0622
C  -1.754  0.055  0.310  -0.2739
C  6.800  -2.318  -1.685  -0.0639
C  -5.674  -2.465  0.958  -0.4644
C  4.497  -1.771  -1.810  -0.1683
C  2.419  4.916  0.558  -0.1577
C  1.132  0.824  0.465  -0.4728
C  -5.097  -2.761  3.150  -0.1291
C  1.323  0.701  -1.078  -0.5641
C  3.694  4.105  0.384  -0.1578
C  3.674  6.018  -1.008  -0.4796
C  5.655  -2.220  -2.688  -0.1473
H  6.832  -0.339  3.754  0.1366
H  4.066  3.683  1.317  0.1078
H  -6.895  -3.069  -2.098  0.0991
H  -6.663  -3.291  -4.528  0.1177
H  1.526  4.299  0.516  0.0976
H  3.984  -2.613  -1.337  0.1312
H  -6.743  -1.391  3.342  0.1239
H  5.163  5.715  0.490  0.1376
H  5.341  4.650  -0.935  0.1283
H  -7.147  -3.021  3.871  0.1259
H  -4.295  -0.970  -1.318  0.1526
H  -7.764  -2.115  1.332  0.1355
H  -8.362  -2.891  -4.766  0.1231
H  -7.220  -3.805  1.545  0.1427
H  3.966  0.239  3.505  0.1296
H  7.742  0.905  2.849  0.1304
H  -7.483  -0.725  -5.146  0.1288
H  -4.892  -3.816  3.337  0.1339
H  2.414  5.479  1.493  0.1335
H  5.880  -1.449  -3.427  0.1219
H  6.839  -3.296  -1.203  0.1360
H  7.759  -2.077  -2.133  0.1304
H  -4.553  -2.164  3.876  0.1304
H  -2.270  -1.967  -0.120  0.1959
H  5.455  -3.147  -3.223  0.1193
H  -4.135  1.535  -1.042  0.1976
H  -1.956  2.239  0.308  0.1620
H  3.741  1.658  2.462  0.0884
H  3.520  3.282  -0.311  0.0975
H  3.771  -1.181  -2.361  0.1048
H  -8.484  -3.718  -2.540  0.1286
H  5.525  -0.246  1.688  0.0840
H  5.897  1.458  1.482  0.1209
H  -6.139  -0.961  -3.989  0.1191

***

[3]
C24H50NO22S2 | wB97M-V/def2-TZVPD

The value obtained for the HOMO-LUMO gap is 8.1 eV. Its charge is -1. The HOMO energy is -0.222 hartree. The value obtained for the LUMO energy is 2.1 eV.

Last column: Löwdin charge in e.
Geometry (Å):
S  0.594  -1.755  -0.939  0.6937
S  -2.017  -0.988  -0.007  0.6821
O  4.959  1.767  -6.018  -0.0157
O  4.709  -6.045  -1.470  0.1078
O  -10.470  1.660  4.039  -0.0125
O  2.919  -6.904  -0.315  -0.0150
O  -4.877  -1.744  7.795  -0.0137
O  -0.591  4.243  -5.245  -0.0166
O  1.048  -0.788  0.221  -0.4706
O  6.749  2.627  -7.174  0.1023
O  -3.064  -0.880  8.685  -0.0145
O  -3.492  -1.353  -0.412  -0.4629
O  0.409  4.513  -3.195  0.1013
O  2.655  2.795  2.186  0.1168
O  1.616  -2.950  -0.890  -0.4373
O  3.475  3.418  4.240  -0.0197
O  6.382  0.371  -6.940  -0.0110
O  -8.636  2.769  3.560  -0.0115
O  -1.187  2.912  -3.603  -0.0074
O  -8.443  0.665  4.463  0.1049
O  4.342  -8.301  -1.237  -0.0187
O  -3.569  -0.365  6.504  0.1067
O  3.057  1.292  3.876  -0.0186
O  -1.700  0.383  -0.684  -0.4679
N  -1.024  -2.315  -0.596  -0.3729
C  -1.901  -0.061  8.578  -0.0538
C  -0.376  3.947  -3.938  -0.5649
C  1.743  -1.458  -3.658  -0.3840
C  6.096  1.685  -6.753  -0.5591
C  0.628  -0.851  -2.589  -0.2265
C  0.200  5.322  -5.740  -0.0601
C  -11.115  0.491  4.541  -0.0561
C  -1.068  2.490  -2.246  -0.0587
C  -7.212  2.851  3.523  -0.0474
C  5.522  -8.542  -2.001  -0.0633
C  7.562  0.130  -7.704  -0.0558
C  3.496  4.771  3.788  -0.0609
C  -9.115  1.603  4.061  -0.5595
C  3.160  -0.597  -3.662  -0.1030
C  1.079  -1.201  -5.171  -0.1219
C  3.025  2.529  3.319  -0.5621
C  -3.812  -0.938  7.554  -0.5603
C  -5.758  -1.900  6.684  -0.0467
C  4.056  -6.987  -1.050  -0.5628
C  2.495  -5.571  -0.038  -0.0591
C  4.535  3.101  -5.741  -0.0474
C  -2.358  0.610  2.418  -0.1515
C  2.608  0.248  3.015  -0.0482
C  -2.024  -0.903  1.884  -0.2937
H  5.292  3.633  -5.157  0.1009
H  -6.797  2.071  2.877  0.1020
H  -2.246  0.628  3.588  0.0740
H  0.698  -0.095  -5.166  0.0799
H  -12.196  0.647  4.476  0.0918
H  -0.477  -0.871  -3.035  0.1250
H  -10.854  0.328  5.592  0.0967
H  -0.053  2.135  -2.039  0.0859
H  -5.237  -2.360  5.839  0.1010
H  3.853  -0.819  -2.745  0.0888
H  8.440  0.544  -7.198  0.0974
H  -0.024  6.246  -5.197  0.0961
H  -6.941  3.825  3.104  0.0947
H  5.422  -8.125  -3.008  0.0960
H  1.951  -1.261  -5.963  0.0749
H  4.169  4.882  2.932  0.0965
H  0.247  -2.012  -5.312  0.0865
H  4.314  3.636  -6.670  0.0964
H  0.920  0.281  -2.405  0.1013
H  -6.572  -2.563  6.989  0.0928
H  1.578  -5.624  0.555  0.0987
H  1.266  5.081  -5.673  0.0873
H  3.618  3.048  -5.148  0.0893
H  -0.994  -1.334  2.235  0.0957
H  -2.179  0.976  8.366  0.0976
H  -10.856  -0.383  3.936  0.0988
H  2.486  5.109  3.535  0.0973
H  3.872  5.394  4.604  0.0883
H  -1.226  -0.448  7.808  0.1002
H  -3.447  0.944  2.135  0.0824
H  1.562  0.406  2.731  0.0887
H  7.693  -0.952  -7.791  0.0933
H  -0.053  5.471  -6.793  0.0901
H  7.462  0.547  -8.711  0.0965
H  2.274  -5.035  -0.967  0.0703
H  -1.761  1.658  -2.089  0.0628
H  3.252  -5.038  0.546  0.1007
H  6.400  -8.128  -1.495  0.0950
H  3.724  -0.863  -4.673  0.0774
H  -2.877  -1.610  2.298  0.1090
H  2.677  -0.695  3.563  0.0946
H  2.825  0.548  -3.702  0.0865
H  -6.189  -0.935  6.396  0.0959
H  5.653  -9.624  -2.088  0.0884
H  3.245  0.178  2.128  0.1011
H  -1.594  1.382  1.935  0.0895
H  -6.795  2.782  4.532  0.0982
H  1.889  -2.615  -3.565  0.1293
H  -1.343  3.301  -1.563  0.1046
H  -1.380  -0.088  9.539  0.0916

***

[4]
C18H28O12S | wB97M-V/def2-TZVPD

Its structure (SMILES) is O=S1(=O)OCCO1.O=C1CCCO1.O=C1CCCO1.O=C1CCCO1.O=C1CCCO1. The value obtained for the HOMO-LUMO gap is 10.5 eV. The HOMO energy is -0.368 hartree. The value obtained for the LUMO energy is 0.5 eV.

Last column: Löwdin charge in e.
Geometry (Å):
S  -2.094  -1.517  0.093  0.5660
O  -2.781  -0.932  1.189  -0.2334
O  -1.257  -2.777  0.563  -0.1905
O  1.462  2.582  2.757  0.0243
O  1.587  1.497  0.807  0.1224
O  0.548  -2.672  4.304  0.1121
O  -2.866  -1.784  -1.061  -0.2143
O  2.840  0.661  -3.458  0.0279
O  -1.471  -2.627  3.354  0.0038
O  -3.444  3.004  -4.698  0.1244
O  -1.267  3.330  -4.390  0.0218
O  -0.868  -0.594  -0.309  -0.2090
O  2.763  -1.224  -2.264  0.1201
C  -0.820  1.864  -2.574  -0.1343
C  4.290  0.019  -5.209  -0.1463
C  -0.604  -2.338  4.348  -0.4984
C  3.811  -1.229  -4.468  -0.0735
C  -0.231  2.940  -3.500  -0.1528
C  -2.485  2.867  -4.002  -0.4799
C  3.218  1.013  -4.796  -0.1703
C  0.026  0.746  2.531  -0.0630
C  1.060  1.643  1.871  -0.4713
C  -1.337  -1.784  5.567  -0.0593
C  0.305  -1.372  -0.569  -0.1581
C  0.511  2.690  3.842  -0.1321
C  3.100  -0.655  -3.259  -0.4735
C  -2.799  -1.678  5.065  -0.1307
C  -2.327  2.028  -2.760  -0.0738
C  0.118  -2.729  0.139  -0.1110
C  -2.814  -2.612  3.878  -0.1564
C  -0.131  1.303  3.947  -0.1406
H  0.743  -2.813  1.023  0.1306
H  0.396  0.668  4.659  0.1071
H  -1.166  1.376  4.282  0.1116
H  2.338  0.858  -5.439  0.1277
H  0.606  2.592  -4.100  0.1069
H  0.102  3.798  -2.913  0.1253
H  -0.229  3.455  3.608  0.1250
H  -0.938  -0.834  5.895  0.1048
H  0.263  -3.508  -0.600  0.1309
H  1.240  -0.871  -0.356  0.1102
H  0.266  -1.583  -1.640  0.1161
H  5.268  0.286  -4.801  0.1209
H  -0.855  0.625  1.905  0.1054
H  4.535  -1.962  -4.126  0.1264
H  4.369  -0.065  -6.288  0.1165
H  -0.569  0.883  -2.983  0.1129
H  0.472  -0.252  2.575  0.1238
H  -1.260  -2.616  6.268  0.1310
H  3.434  2.073  -4.896  0.1277
H  1.112  2.977  4.699  0.1242
H  -3.486  -1.890  5.877  0.1145
H  -2.921  1.127  -2.924  0.1283
H  -0.468  1.984  -1.556  0.1069
H  -2.811  2.424  -1.863  0.1299
H  -3.483  -2.311  3.072  0.1088
H  -3.132  -3.647  4.052  0.1317
H  -2.929  -0.662  4.686  0.1109
H  3.063  -1.775  -5.053  0.1342

***

[5]
C31H46As3IrN4O | wB97M-V/def2-TZVPD

The value obtained for the HOMO-LUMO gap (spin up / spin down) is 5.8 / 5.8 eV. Its charge is +3. The HOMO energy (spin up / spin down) is -0.562 / -0.562 hartree. The value obtained for the LUMO energy (spin up / spin down) is -9.5 / -9.5 eV. The spin multiplicity is 2.

Last column: Löwdin charge in e.
Geometry (Å):
Ir  -0.730  0.070  0.071  0.6538
As  0.897  0.535  1.924  1.0520
As  4.127  -0.055  0.024  1.1005
As  0.670  1.508  -1.313  1.0458
O  1.305  -2.163  -1.067  0.1061
N  -1.691  0.413  -3.451  0.0971
N  -2.295  -1.278  -1.045  0.0505
N  -2.302  0.384  1.495  0.0352
N  -0.365  -3.013  0.247  0.0646
C  -2.158  -3.824  1.523  0.0494
C  -0.354  -3.292  -2.335  0.0593
C  -1.527  1.317  -4.418  -0.1251
C  5.571  -0.790  1.115  -0.2995
C  -3.469  2.532  -3.755  -0.0254
C  0.282  -2.736  -1.100  -0.3903
C  -2.396  2.384  -4.617  -0.0250
C  -2.779  0.517  -2.686  -0.2836
C  -3.682  1.568  -2.778  -0.0116
C  4.108  1.748  0.847  -0.3357
C  1.739  2.271  1.703  -0.3467
C  -1.276  -4.190  2.534  0.0399
C  -1.701  -3.157  0.404  -0.1357
C  -0.273  3.034  -2.021  -0.2387
C  2.821  2.569  0.664  -0.6609
C  5.173  0.302  -1.585  -0.3019
C  -3.124  -0.730  -1.943  -0.1939
C  -2.620  -2.493  -0.560  -0.2385
C  -3.779  -3.156  -0.901  0.0235
C  -0.054  0.975  3.552  -0.2741
C  -3.974  -0.470  4.469  -0.0632
C  -3.074  0.474  2.337  -0.1261
C  2.253  -0.626  2.676  -0.2742
C  0.067  -3.858  2.415  0.0207
C  1.402  0.491  -2.781  -0.2686
C  3.198  4.044  0.910  -0.0449
C  0.495  -3.286  1.243  -0.0016
C  -4.327  -1.344  -2.317  0.0488
C  -4.675  -2.560  -1.778  0.0279
C  -4.093  0.610  3.381  -0.1710
C  2.319  2.436  -0.787  -0.2952
H  -2.221  3.085  -5.421  0.1277
H  -4.155  3.363  -3.864  0.1306
H  0.680  1.296  4.289  0.0567
H  4.579  0.765  -2.371  0.0103
H  3.889  4.394  0.142  0.1028
H  -0.170  3.850  -1.308  0.0480
H  -1.637  -4.710  3.413  0.1435
H  0.890  2.941  1.536  0.0890
H  -3.957  -4.158  -0.531  0.1373
H  -1.084  -4.075  -2.138  0.1030
H  -4.014  -1.471  4.039  0.0759
H  -0.771  1.775  3.380  0.0370
H  3.014  0.031  3.091  0.0477
H  3.681  4.160  1.881  0.1021
H  4.372  1.642  1.901  0.0814
H  -3.218  -4.012  1.627  0.1379
H  2.161  3.428  -1.209  0.0856
H  2.146  -0.187  -2.363  -0.0014
H  0.450  -3.697  -2.948  0.1217
H  3.077  1.960  -1.406  0.0366
H  1.536  -3.107  1.003  0.1433
H  0.188  3.314  -2.966  0.0618
H  -3.048  -0.360  5.034  0.0787
H  2.692  -1.285  1.937  -0.0342
H  5.733  -1.837  0.866  0.0312
H  -4.951  -0.867  -3.058  0.1417
H  -0.571  0.094  3.931  0.0271
H  2.313  4.687  0.890  0.0961
H  -3.995  1.606  3.816  0.1378
H  5.334  -0.710  2.175  0.0196
H  -0.828  -2.489  -2.902  0.0966
H  6.019  0.946  -1.345  0.0420
H  -1.331  2.829  -2.167  0.0035
H  -4.806  -0.360  5.160  0.0959
H  6.492  -0.242  0.918  0.0417
H  5.555  -0.649  -1.951  0.0370
H  1.798  -1.202  3.481  0.0410
H  0.620  -0.081  -3.275  0.0041
H  -5.598  -3.053  -2.055  0.1408
H  -5.071  0.568  2.899  0.1350
H  0.776  -4.085  3.198  0.1396
H  1.873  1.173  -3.488  0.0599
H  -4.543  1.620  -2.122  0.1301
H  2.135  2.505  2.694  0.0987
H  4.934  2.278  0.369  0.0884
H  -0.677  1.166  -5.075  0.1255

***

[6]
CH10NO2 | wB97M-V/def2-TZVPD

The value obtained for the HOMO-LUMO gap (spin up / spin down) is 4.1 / 12.2 eV. The HOMO energy (spin up / spin down) is -0.112 / -0.427 hartree. The value obtained for the LUMO energy (spin up / spin down) is 1.0 / 0.6 eV. The spin multiplicity is 2.

Last column: Löwdin charge in e.
Geometry (Å):
O  0.411  -0.300  -2.454  -0.0791
O  -2.001  0.907  -0.035  -0.1332
N  0.106  -0.227  0.683  -0.0384
C  1.264  -0.417  1.683  -0.1692
H  0.149  -0.867  -3.121  -0.0188
H  -0.885  -0.100  1.055  0.1017
H  1.845  0.490  1.435  0.0452
H  -1.839  1.155  -0.910  -0.0256
H  0.168  -1.029  0.019  0.0894
H  1.035  -0.386  2.736  0.0484
H  0.671  0.525  -2.775  -0.0269
H  1.785  -1.457  1.598  0.1011
H  0.258  0.666  0.055  0.0466
H  -2.967  1.041  0.030  0.0585

***

For reference, largest force on an atom by record: 3.92 3.63 6.34 1.75 1.62 3.68 eV/Å.